[1]
Computed, not measured: an isolated molecule of C12H12O in a non-equilibrium geometry, with the ωB97M-V functional and the def2-TZVPD basis.

Summary:
**Maximum force**: 4.308 eV/Å
**Energy**: -539.50982 a.u.
**ΔE to the lowest compared entry with this formula, charge and spin**: 128.84 kcal/mol
**SMILES string**: C/C=c1/ccccc1=C=C(C)C=O

Structure (ORCA input):
```
! RIJCOSX wB97M-V def2-TZVPD def2/J DEFGRID3
* xyz 0 1
C -1.195 2.001 1.432
C -1.967 2.138 0.233
C -0.357 0.960 1.507
C -2.070 1.102 -0.582
C -0.053 0.024 0.380
C -1.423 -0.210 -0.321
C 1.252 -0.147 0.285
C 3.555 -0.875 0.438
C 2.501 -0.055 -0.116
C -2.295 -1.282 -0.555
C 2.804 0.827 -1.304
C -1.986 -2.690 -0.049
O 4.719 -0.917 0.117
H -1.207 2.691 2.162
H -2.487 3.163 0.009
H 0.211 0.653 2.469
H -2.592 1.385 -1.475
H 3.156 -1.482 1.395
H -3.227 -1.266 -1.085
H 3.911 1.025 -1.488
H 2.212 1.862 -1.228
H 2.398 0.304 -2.170
H -1.045 -2.752 0.483
H -1.983 -3.315 -1.024
H -2.829 -3.143 0.488
*
```

=====

[2]
Computed, not measured: a cluster of 2 separate species, C12H12S in total in a non-equilibrium geometry, with the ωB97M-V functional and the def2-TZVPD basis.

Summary:
**Maximum force**: 4.535 eV/Å
**Energy**: -862.45308 a.u.
**ΔE to the lowest compared entry with this formula, charge and spin**: 79.56 kcal/mol

Structure (ORCA input):
```
! RIJCOSX wB97M-V def2-TZVPD def2/J DEFGRID3
* xyz 0 1
C 1.055 2.463 -2.190
C 1.612 1.150 -2.496
C 0.392 2.846 -1.085
C 1.514 0.246 -1.510
C -0.186 2.066 1.192
C 0.260 1.842 -0.041
C 0.624 0.426 -0.355
C 0.259 -0.607 0.358
C 0.995 -2.690 0.146
C -0.363 0.943 2.184
C -0.615 -0.431 1.563
C 0.822 -3.303 -1.118
S 1.506 -3.367 1.421
H 1.082 3.126 -3.030
H 2.232 1.083 -3.353
H -0.120 3.763 -1.035
H 1.778 -0.728 -1.748
H -0.549 2.989 1.599
H 0.634 0.951 2.734
H -1.019 1.223 2.981
H -1.645 -0.282 1.330
H -0.398 -1.294 2.244
H 1.368 -4.300 -1.262
H 0.991 -2.737 -1.970
H -0.320 -3.580 -1.122
*
```

=====

[3]
Computed, not measured: a structure of composition C12H13AlBF4IN5O3S, with the ωB97M-V functional and the def2-TZVPD basis.

Summary:
**Maximum force**: 0.540 eV/Å
**Energy**: -2327.42196 a.u.
**ΔE to the lowest compared entry with this formula, charge and spin**: 1.19 kcal/mol

Structure (ORCA input):
```
! RIJCOSX wB97M-V def2-TZVPD def2/J DEFGRID3
* xyz 1 1
Al 0.612 -0.306 -1.367
N -4.134 0.605 4.006
C -3.416 0.787 2.871
C -3.250 -0.265 1.957
C -2.553 -0.075 0.787
C -2.009 1.178 0.513
C -2.165 2.241 1.407
C -2.853 2.042 2.579
S -1.176 1.489 -0.958
O -1.657 2.655 -1.613
O -1.178 0.211 -1.783
N 0.427 1.478 -0.739
C 1.235 1.482 0.383
N 1.166 2.347 1.366
C 2.086 2.177 2.318
C 3.051 1.183 2.274
C 3.015 0.316 1.193
N 2.098 0.459 0.245
H -4.448 -0.311 4.271
H -4.164 1.322 4.709
H -3.682 -1.232 2.171
H -2.439 -0.890 0.090
H -1.753 3.214 1.182
H -2.981 2.861 3.273
H 2.048 2.872 3.146
H 3.787 1.076 3.054
H 3.709 -0.509 1.092
F -0.558 -2.549 -2.132
B -0.332 -2.986 -0.856
F 0.158 -1.478 -0.156
F -1.400 -3.314 -0.142
F 0.762 -3.755 -0.742
N 2.721 -2.940 -3.440
C 2.304 -1.704 -3.296
O 1.819 -1.376 -2.188
C 2.471 -0.744 -4.440
I 1.214 0.927 -4.220
H 2.581 -3.595 -2.678
H 3.123 -3.265 -4.307
H 2.256 -1.238 -5.386
H 3.504 -0.390 -4.443
*
```

=====

[4]
Computed, not measured: a structure of composition C12H13AlNP in a non-equilibrium geometry, with the ωB97M-V functional and the def2-TZVPD basis.

Summary:
**Maximum force**: 1.903 eV/Å
**Energy**: -1103.45377 a.u.

Structure (ORCA input):
```
! RIJCOSX wB97M-V def2-TZVPD def2/J DEFGRID3
* xyz 0 1
C -0.557 0.158 -3.624
C -1.297 1.329 -3.213
C -0.411 2.308 -2.730
C 0.917 1.863 -2.852
C 0.939 0.520 -3.394
Al 0.256 -0.874 -2.033
P -0.122 -3.125 -1.867
H -0.882 -0.563 -4.373
H -2.366 1.445 -3.343
H -0.704 3.283 -2.363
H 1.748 0.099 -3.987
H 1.805 2.452 -2.652
H 0.939 -4.003 -2.282
H -1.275 -3.665 -2.534
H -0.341 -3.523 -0.501
N 0.138 -0.069 -0.396
C 0.082 0.272 0.741
C 0.091 0.336 2.143
C -1.113 0.453 2.873
C -1.099 0.294 4.257
C 0.103 0.024 4.925
C 1.311 -0.003 4.216
C 1.314 0.157 2.831
H -2.047 0.649 2.338
H -2.033 0.373 4.820
H 0.102 -0.154 5.999
H 2.258 -0.157 4.738
H 2.245 0.123 2.264
*
```

=====

[5]
Computed, not measured: a structure of composition C12H13AuBF4I2NOSeSi, with the ωB97M-V functional and the def2-TZVPD basis.

Summary:
**Maximum force**: 0.171 eV/Å
**Energy**: -4441.64560 a.u.
**ΔE to the lowest compared entry with this formula, charge and spin**: 0.00 kcal/mol
**<S²>**: 2.0449

Structure (ORCA input):
```
! RIJCOSX wB97M-V def2-TZVPD def2/J DEFGRID3
* xyz 0 3
Au 0.310 1.027 1.526
I 2.176 -1.499 -3.264
C 0.952 0.124 -2.962
C 0.215 0.654 -4.002
C -0.613 1.746 -3.801
I -1.653 2.462 -5.439
C -0.771 2.341 -2.501
C -1.646 3.405 -2.229
C -1.782 3.860 -0.945
C -1.059 3.237 0.068
N -0.205 2.253 -0.172
C -0.048 1.806 -1.427
C 0.915 0.694 -1.629
O 1.636 0.290 -0.724
H 0.285 0.212 -4.986
H -2.223 3.844 -3.031
H -2.467 4.658 -0.699
H -1.192 3.521 1.102
C 0.167 -2.614 0.997
Si 1.295 -2.182 2.395
C 3.007 -1.693 1.846
C 1.331 -3.483 3.728
Se 0.481 -0.247 3.487
H 0.462 -3.588 0.596
H 0.223 -1.871 0.200
H -0.874 -2.659 1.317
H 3.503 -2.570 1.421
H 3.620 -1.330 2.673
H 2.955 -0.924 1.074
H 1.753 -4.409 3.329
H 0.325 -3.700 4.089
H 1.942 -3.173 4.578
F -2.747 1.324 1.011
B -2.636 -0.049 0.681
F -1.560 -0.166 -0.264
F -3.802 -0.527 0.123
F -2.274 -0.770 1.838
*
```

=====

[6]
Computed, not measured: a structure of composition C12H13AuBF4I2NOSeSi, with the ωB97M-V functional and the def2-TZVPD basis.

Summary:
**Maximum force**: 0.749 eV/Å
**Energy**: -4441.59455 a.u.
**ΔE to the lowest compared entry with this formula, charge and spin**: 32.03 kcal/mol
**<S²>**: 2.0479

Structure (ORCA input):
```
! RIJCOSX wB97M-V def2-TZVPD def2/J DEFGRID3
* xyz 0 3
Au 0.663 -0.239 1.042
I -3.123 -4.117 1.066
C -3.399 -2.063 0.881
C -4.667 -1.521 0.795
C -4.840 -0.154 0.667
I -6.799 0.559 0.488
C -3.729 0.740 0.663
C -3.821 2.141 0.585
C -2.688 2.913 0.636
C -1.447 2.280 0.752
N -1.349 0.971 0.804
C -2.431 0.194 0.764
C -2.212 -1.259 0.822
O -1.078 -1.766 0.798
H -5.525 -2.176 0.826
H -4.791 2.611 0.487
H -2.742 3.991 0.592
H -0.522 2.843 0.804
C 4.284 -1.172 -0.876
Si 3.184 -0.377 -2.171
C 2.473 -1.636 -3.379
C 3.990 1.091 -3.034
Se 1.354 0.666 -1.104
H 5.234 -1.487 -1.316
H 3.803 -2.051 -0.445
H 4.498 -0.474 -0.067
H 3.220 -1.911 -4.129
H 1.601 -1.239 -3.896
H 2.175 -2.542 -2.851
H 4.790 0.750 -3.694
H 4.414 1.775 -2.298
H 3.260 1.645 -3.626
F 1.153 1.580 4.156
B 1.252 0.222 3.948
F -0.010 -0.278 3.438
F 1.650 -0.493 5.039
F 2.179 -0.018 2.831
*
```

=====

[7]
Computed, not measured: a structure of composition C12H13BBr30FNO2 in a non-equilibrium geometry, with the ωB97M-V functional and the def2-TZVPD basis.

Summary:
**Maximum force**: 4.284 eV/Å
**Energy**: -78015.21415 a.u.

Structure (ORCA input):
```
! RIJCOSX wB97M-V def2-TZVPD def2/J DEFGRID3
* xyz 0 1
B 2.812 -1.358 1.648
C 1.567 -2.324 1.531
O 1.592 -3.440 1.959
N 0.346 -1.859 0.827
C -0.241 -0.734 1.408
O -1.293 -0.800 1.966
F 0.396 0.451 1.389
H 3.058 -0.922 2.724
H 3.463 -1.060 0.707
H 0.504 -1.745 -0.171
C -4.070 -2.020 3.106
Br -5.540 -0.839 3.478
Br -3.539 -3.019 4.662
Br -4.430 -3.156 1.604
H -3.235 -1.397 2.829
C 4.059 -4.412 -1.051
Br 5.054 -3.639 0.402
Br 2.710 -3.210 -1.723
Br 5.222 -5.015 -2.456
H 3.547 -5.281 -0.663
C 6.205 0.800 0.269
Br 4.774 2.047 0.581
Br 6.489 -0.351 1.790
Br 5.929 -0.199 -1.351
H 7.111 1.375 0.137
C -3.561 0.562 -1.210
Br -3.249 0.880 -3.095
Br -4.746 -0.925 -0.987
Br -1.972 0.269 -0.048
H -4.059 1.442 -0.826
C -8.453 -2.134 -3.563
Br -7.969 -0.307 -3.214
Br -7.579 -3.355 -2.354
Br -10.365 -2.373 -3.562
H -8.105 -2.370 -4.557
C -4.754 -6.415 -2.255
Br -6.076 -7.497 -1.373
Br -4.687 -4.639 -1.516
Br -3.022 -7.252 -2.249
H -5.058 -6.317 -3.287
C -3.709 2.422 5.224
Br -2.589 3.345 6.487
Br -5.173 3.521 4.633
Br -2.696 1.738 3.743
H -4.136 1.571 5.736
C 0.574 3.779 -1.928
Br 1.856 3.764 -0.494
Br 1.365 3.285 -3.611
Br -0.937 2.655 -1.496
H 0.223 4.798 -2.030
C 9.308 2.751 -2.395
Br 7.854 3.955 -2.027
Br 9.666 1.614 -0.884
Br 8.999 1.727 -3.992
H 10.192 3.349 -2.562
C 2.067 7.777 0.841
Br 1.848 7.522 -1.053
Br 0.642 6.952 1.835
Br 3.793 7.172 1.436
H 2.016 8.840 1.028
*
```

=====

[8]
Computed, not measured: an isolated molecule of C12H13BrN4O4 in a non-equilibrium geometry, with the ωB97M-V functional and the def2-TZVPD basis.

Summary:
**Maximum force**: 6.377 eV/Å
**Energy**: -3559.04156 a.u.
**ΔE to the lowest compared entry with this formula, charge and spin**: 47.23 kcal/mol
**SMILES string**: CN1C(=O)N[C@@]2(O)[C@@H]3NC(=O)c4ccc(Br)n4[C@@H]3C[C@@]12O

Structure (ORCA input):
```
! RIJCOSX wB97M-V def2-TZVPD def2/J DEFGRID3
* xyz 0 1
O -3.555 -1.709 0.674
O 2.211 2.916 -1.225
Br 2.452 -1.976 3.166
O -0.659 -0.239 -2.396
O -2.039 1.715 -1.133
C -2.880 -1.011 -0.037
C 1.727 2.247 -0.295
C 3.848 0.213 2.070
C 3.712 1.334 1.200
C 2.620 -0.360 2.077
C 2.439 1.366 0.703
N -1.953 -1.529 -0.877
N 1.662 0.327 1.377
N -2.605 0.218 0.329
N 0.365 2.158 -0.299
C -2.147 -2.744 -1.628
C 0.372 -0.859 -0.367
C -0.897 -0.522 -1.076
C 0.322 -0.066 0.862
C -1.448 0.704 -0.375
C -0.358 1.218 0.571
H -0.370 0.613 -2.573
H -2.988 1.687 -0.850
H 4.578 0.099 2.888
H 4.529 1.978 0.950
H -2.829 0.461 1.319
H -0.089 2.404 -1.179
H -3.076 -2.706 -2.291
H -1.286 -2.840 -2.259
H -2.228 -3.627 -1.000
H 1.208 -0.521 -1.053
H 0.376 -1.969 -0.259
H -0.364 -0.642 1.601
H -0.649 1.663 1.385
*
```

=====

[9]
Computed, not measured: a structure of composition C12H13ClO2Pd in a non-equilibrium geometry, with the ωB97M-V functional and the def2-TZVPD basis.

Summary:
**Maximum force**: 3.139 eV/Å
**Energy**: -1203.47539 a.u.
**ΔE to the lowest compared entry with this formula, charge and spin**: 0.00 kcal/mol
**<S²>**: 2.0101

Structure (ORCA input):
```
! RIJCOSX wB97M-V def2-TZVPD def2/J DEFGRID3
* xyz -2 3
C 1.444 3.262 -0.636
C 0.065 2.900 -0.473
C -0.223 1.842 -1.413
H -0.663 3.394 0.167
C 0.990 1.556 -2.127
C 1.999 2.449 -1.662
H 3.012 2.516 -2.042
H 1.959 4.045 -0.093
H -1.196 1.393 -1.597
H 1.066 0.869 -2.965
Pd 1.022 0.991 0.213
Cl 3.171 1.091 1.039
C -2.232 -2.313 2.477
C -2.576 -2.765 1.169
C -3.604 -1.913 0.660
H -2.152 -3.626 0.664
C -3.890 -0.924 1.654
C -3.041 -1.174 2.781
H -3.034 -0.620 3.712
H -1.503 -2.777 3.132
H -4.098 -2.021 -0.299
H -4.642 -0.147 1.581
C 3.418 -1.041 -1.301
O 2.197 -1.685 -0.649
C 1.193 -1.026 -0.089
O 0.247 -1.580 0.424
H 3.979 -1.882 -1.721
H 3.988 -0.494 -0.522
H 3.106 -0.321 -2.081
*
```

=====

[10]
Computed, not measured: a structure of composition C12H13F6GaN3OS, with the ωB97M-V functional and the def2-TZVPD basis.

Summary:
**Maximum force**: 0.331 eV/Å
**Energy**: -3626.72272 a.u.
**ΔE to the lowest compared entry with this formula, charge and spin**: 52.68 kcal/mol

Structure (ORCA input):
```
! RIJCOSX wB97M-V def2-TZVPD def2/J DEFGRID3
* xyz -1 1
Ga 0.104 0.224 -0.210
N 2.486 0.459 -0.140
N 3.122 0.093 -1.320
C 2.717 0.495 -2.532
N 3.435 -0.102 -3.556
S 1.511 1.591 -2.829
H 3.031 1.134 0.380
H 2.186 -0.416 0.377
H 3.953 -0.473 -1.255
H 3.649 -1.080 -3.416
H 3.015 0.088 -4.452
C -0.815 3.488 2.073
C -1.005 2.868 0.685
O 0.003 1.991 0.407
C -0.949 4.001 -0.371
F -1.206 3.571 -1.612
F 0.272 4.555 -0.382
F -1.821 5.004 -0.112
C -2.394 2.188 0.652
F -2.638 1.556 -0.504
F -3.406 3.063 0.843
F -2.479 1.273 1.628
H 0.124 4.037 2.078
H -0.749 2.676 2.794
H -1.631 4.158 2.342
C 0.580 -1.446 0.460
C -0.186 -2.630 0.546
C -1.397 -2.925 -0.149
C -2.067 -4.120 0.007
C -1.597 -5.120 0.859
C -0.412 -4.868 1.549
C 0.275 -3.681 1.397
H -1.782 -2.171 -0.827
H -2.985 -4.281 -0.551
H -2.129 -6.055 0.976
H -0.013 -5.624 2.220
H 1.199 -3.520 1.943
*
```

=====

[11]
Computed, not measured: a structure of composition C12H13KN4O3S2, with the ωB97M-V functional and the def2-TZVPD basis.

Summary:
**Maximum force**: 0.139 eV/Å
**Energy**: -2306.26978 a.u.
**ΔE to the lowest compared entry with this formula, charge and spin**: 0.00 kcal/mol

Structure (ORCA input):
```
! RIJCOSX wB97M-V def2-TZVPD def2/J DEFGRID3
* xyz -2 1
K 0.935 -0.085 0.896
C 0.376 -3.573 -0.900
C -0.433 -3.320 0.368
C -1.617 -4.272 0.464
O -0.913 -1.965 0.369
C 0.521 -3.507 1.590
O 0.799 -4.687 1.861
O 0.924 -2.459 2.156
H -0.257 -3.477 -1.788
H 0.798 -4.577 -0.871
H 1.192 -2.852 -0.983
H -2.254 -4.174 -0.422
H -2.211 -4.039 1.349
H -1.261 -5.298 0.541
H -1.321 -1.786 -0.486
S 0.868 2.994 1.089
C 0.850 3.689 -0.506
C 0.841 5.092 -0.588
C 0.828 5.797 -1.784
C 0.819 7.228 -1.764
N 0.818 8.381 -1.731
C 0.823 5.076 -2.991
C 0.832 3.689 -2.936
C 0.846 2.953 -1.740
S 0.860 1.218 -1.884
C 0.810 5.736 -4.260
N 0.806 6.255 -5.291
H 0.844 5.643 0.343
H 0.830 3.130 -3.863
N -0.831 -3.261 4.479
N -1.819 -2.483 3.773
H 0.087 -3.025 4.105
H -0.978 -4.222 4.195
H -1.430 -2.167 2.886
H -1.981 -1.651 4.326
*
```

=====

[12]
Computed, not measured: a cluster of 2 separate species, C12H13N5O4 in total in a non-equilibrium geometry, with the ωB97M-V functional and the def2-TZVPD basis.

Summary:
**Maximum force**: 5.664 eV/Å
**Energy**: -1039.52835 a.u.
**ΔE to the lowest compared entry with this formula, charge and spin**: 179.77 kcal/mol
**SMILES string**: O=[N+]([O-])c1cnc2no[n+]([O-])c2c1.Cc1ccc(C)n1C

Structure (ORCA input):
```
! RIJCOSX wB97M-V def2-TZVPD def2/J DEFGRID3
* xyz 0 1
C 3.389 0.009 -2.587
C 2.574 0.144 -1.359
C 2.176 -0.872 -0.523
C 1.415 -0.310 0.508
C 1.352 1.047 0.298
C 0.646 2.032 1.146
N 2.071 1.328 -0.851
C 2.277 2.649 -1.443
H 3.641 -1.036 -2.777
H 2.848 0.388 -3.455
H 4.320 0.570 -2.500
H 2.414 -1.916 -0.645
H 0.954 -0.843 1.324
H 0.146 1.540 1.982
H 1.343 2.764 1.553
H -0.109 2.568 0.569
H 1.785 3.419 -0.853
H 3.342 2.875 -1.489
H 1.871 2.672 -2.453
O -1.499 0.148 -1.871
N -2.571 0.248 -1.263
C -2.723 -0.462 -0.008
C -1.856 -1.463 0.337
C -2.117 -2.078 1.547
N -1.592 -3.130 2.274
O -0.595 -3.787 1.884
O -2.268 -3.368 3.417
N -3.236 -2.470 3.439
C -3.178 -1.680 2.348
N -4.031 -0.676 2.019
C -3.776 -0.123 0.866
O -3.519 0.927 -1.678
H -1.057 -1.786 -0.311
H -4.437 0.672 0.554
*
```

=====

Copy entry 2 word for word.
Computed, not measured: a cluster of 2 separate species, C12H12S in total in a non-equilibrium geometry, with the ωB97M-V functional and the def2-TZVPD basis.

Summary:
**Maximum force**: 4.535 eV/Å
**Energy**: -862.45308 a.u.
**ΔE to the lowest compared entry with this formula, charge and spin**: 79.56 kcal/mol

Structure (ORCA input):
```
! RIJCOSX wB97M-V def2-TZVPD def2/J DEFGRID3
* xyz 0 1
C 1.055 2.463 -2.190
C 1.612 1.150 -2.496
C 0.392 2.846 -1.085
C 1.514 0.246 -1.510
C -0.186 2.066 1.192
C 0.260 1.842 -0.041
C 0.624 0.426 -0.355
C 0.259 -0.607 0.358
C 0.995 -2.690 0.146
C -0.363 0.943 2.184
C -0.615 -0.431 1.563
C 0.822 -3.303 -1.118
S 1.506 -3.367 1.421
H 1.082 3.126 -3.030
H 2.232 1.083 -3.353
H -0.120 3.763 -1.035
H 1.778 -0.728 -1.748
H -0.549 2.989 1.599
H 0.634 0.951 2.734
H -1.019 1.223 2.981
H -1.645 -0.282 1.330
H -0.398 -1.294 2.244
H 1.368 -4.300 -1.262
H 0.991 -2.737 -1.970
H -0.320 -3.580 -1.122
*
```